ORCA calculation (ωB97M-V/def2-TZVPD) on a 3-piece molecular cluster, C13H18NO6P overall in a non-equilibrium geometry.

ΔE to the lowest compared entry with this formula, charge and spin: 0.000 eV
SMILES: C[C@@H]1COC(=O)O1.C[C@@H]1COC(=O)O1.Pc1ccccn1
E_tot: -36836.4922 eV
orbital gap: 9.3 eV
HOMO: -8.8 eV
charge: 0

Bonds (Å) are listed after each position.
Cartesian coordinates (Å):
1 P 7.951 2.235 0.098  C12 1.848, H22 1.415, H30 1.416
2 O -1.408 -3.101 0.971  C16 1.187
3 O -0.404 3.354 -1.669  C18 1.187
4 O -3.577 -3.692 1.156  C15 1.439, C16 1.354
5 O -0.327 1.762 -0.074  C18 1.360, C20 1.438
6 O -3.029 -1.539 0.919  C10 1.435, C16 1.360
7 O -0.635 1.176 -2.211  C17 1.439, C18 1.358
8 N 5.453 1.169 -0.325  C12 1.327, C19 1.321
9 C 3.382 2.327 0.108  C19 1.368, C21 1.380, H36 1.085
10 C -4.452 -1.626 0.754  O6 1.435, C15 1.508, H23 1.088, H34 1.093
11 C 5.417 3.380 0.483  C12 1.380, C21 1.365, H35 1.084
12 C 6.103 2.253 0.079  P1 1.848, N8 1.327, C11 1.380
13 C -1.150 -1.196 -2.023  C17 1.507, H29 1.092, H31 1.090, H32 1.090
14 C -6.001 -3.630 0.930  C15 1.508, H24 1.091, H38 1.090, H39 1.090
15 C -4.766 -2.932 1.441  O4 1.439, C10 1.508, C14 1.508, H26 1.094
16 C -2.559 -2.811 1.013  O2 1.187, O4 1.354, O6 1.360
17 C -0.348 -0.036 -1.491  O7 1.439, C13 1.507, C20 1.507, H28 1.094
18 C -0.450 2.211 -1.352  O3 1.187, O5 1.360, O7 1.358
19 C 4.136 1.263 -0.306  N8 1.321, C9 1.368, H37 1.090
20 C -0.692 0.371 -0.082  O5 1.438, C17 1.507, H27 1.088, H33 1.088
21 C 4.055 3.456 0.527  C9 1.380, C11 1.365, H25 1.080
22 H 8.304 3.599 -0.023  P1 1.415
23 H -4.947 -0.774 1.214  C10 1.088
24 H -5.915 -3.842 -0.137  C14 1.091
25 H 3.535 4.349 0.841  C21 1.080
26 H -4.827 -2.803 2.525  C15 1.094
27 H -0.126 -0.181 0.666  C20 1.088
28 H 0.722 -0.242 -1.595  C17 1.094
29 H -2.218 -0.969 -2.005  C13 1.092
30 H 8.196 1.986 1.470  P1 1.416
31 H -0.885 -1.398 -3.061  C13 1.090
32 H -0.966 -2.093 -1.433  C13 1.090
33 H -1.753 0.292 0.145  C20 1.088
34 H -4.677 -1.639 -0.316  C10 1.093
35 H 5.994 4.243 0.796  C11 1.084
36 H 2.297 2.296 0.096  C9 1.085
37 H 3.590 0.390 -0.662  C19 1.090
38 H -6.888 -3.020 1.100  C14 1.090
39 H -6.133 -4.587 1.434  C14 1.090